Version A
Density functional theory data (the ωB97M-V functional and the def2-TZVPD basis) for an isolated molecule of C23H26N4O2S.

Positions of all 56 atoms, in Å:
H (4.67829, 3.30931, 2.57570)
C (2.62335, 0.97188, 1.05911)
C (-0.85701, -1.65792, -4.03081)
C (0.28113, 0.35129, 2.07130)
C (-2.53525, 0.44757, -6.51308)
H (3.29871, 4.93841, 1.46572)
H (-3.70278, -2.38111, 1.37123)
H (-2.05769, -3.77976, 2.61327)
C (-2.95942, -1.92152, 3.40471)
C (-0.55414, -0.07250, -2.11792)
C (3.24974, 3.91369, 1.10422)
H (3.20887, 2.55618, 4.26204)
C (-2.91167, -3.40770, 3.15718)
C (0.43685, -0.00066, -0.95304)
H (2.74467, -0.08727, 0.82271)
C (3.91204, 1.52609, 1.66554)
C (-0.37967, -2.25527, -0.52585)
H (2.42455, 1.50204, 0.12539)
O (-1.99755, 0.54943, -4.35434)
C (-0.46747, 0.63461, 3.23212)
H (-0.25943, -3.36899, -2.37726)
H (4.22765, 0.88685, 2.49275)
C (-0.28493, -0.68221, 1.28242)
H (-2.92936, 0.71185, -7.47245)
N (-0.43691, -1.35381, -2.77795)
H (0.35002, 0.97949, -0.48296)
H (-1.61048, -1.56497, -6.80177)
H (1.45208, -0.11690, -1.34854)
C (1.56987, 2.01260, 3.04923)
H (-0.32534, 0.73240, -2.81982)
H (4.70118, 1.51386, 0.91122)
H (2.34788, 3.92296, 3.56873)
C (-2.59685, 1.18585, -5.36978)
H (1.19245, -2.42958, -1.99877)
S (0.21127, 1.94139, 4.14907)
N (-1.53360, -0.02882, 3.64402)
H (-3.02576, 2.14585, -5.15809)
H (-3.36747, -1.56637, 4.34078)
C (3.71645, 2.95018, 2.19373)
C (0.09703, -2.42571, -1.95744)
C (-3.89306, -2.57132, 2.41557)
H (-4.93803, -2.63262, 2.67811)
C (-1.85857, -1.08296, 2.91228)
O (-0.68186, -2.77153, -4.50396)
H (2.22158, 3.70764, 0.81867)
H (-1.57514, 0.08009, -1.74332)
C (-1.53473, -0.63023, -4.83724)
C (1.48162, 1.13624, 2.01740)
H (-1.47612, -2.24330, -0.49534)
N (0.16627, -1.02597, 0.03389)
N (-1.28518, -1.41439, 1.75981)
C (-1.85031, -0.73561, -6.16984)
H (-3.26499, -4.05908, 3.94160)
C (2.71494, 2.91642, 3.35359)
H (3.88298, 3.83291, 0.22334)
H (-0.04071, -3.08901, 0.09313)

Computed properties:
HOMO (eV): -7.8
Gap between HOMO and LUMO (eV): 8.31
Spin multiplicity: 1
LUMO energy (eV): 0.496
SMILES: C[C@@H]1CCc2c(sc3nc(C4CC4)nc(N4CCN(C(=O)c5ccco5)CC4)c23)C1


Version B
Density functional theory data (the ωB97M-V functional and the def2-TZVPD basis) for an isolated molecule of C23H26N4O2S.

Positions of all 56 atoms, in Å:
H (3.39997, 1.49767, -0.01216)
O (-2.31021, -2.04609, -2.00090)
H (5.88637, -1.35006, 2.02786)
H (-1.86715, -0.89802, -3.83367)
H (5.61757, 0.25237, 2.71594)
C (4.61037, -0.08948, 0.85292)
H (4.84501, -0.46994, -0.14309)
C (-0.68544, -0.01056, 1.99137)
C (-4.62260, -2.46000, 2.79697)
H (-0.03452, 0.25955, -0.04864)
C (-2.61721, -1.21112, 2.32207)
N (-0.05559, 0.18066, -5.35268)
C (2.43328, 2.23884, 3.79049)
C (-3.54761, -1.74351, 3.24065)
C (0.23014, 1.29691, 3.86623)
H (3.76424, -0.65869, 1.24379)
C (-1.85125, -0.86102, 0.05241)
O (3.84616, 1.96133, 1.96199)
H (-0.33683, -0.79980, -7.13530)
C (-0.93283, -0.52072, -6.26422)
H (0.69762, 0.72155, -5.75080)
H (7.10997, 1.25330, 0.99682)
C (-2.12687, 0.32777, -6.69846)
S (0.70274, 1.43898, -3.18659)
N (-1.60850, 0.07737, -2.12509)
H (-2.72074, 0.62050, -5.83650)
N (-1.46004, -0.02275, -3.50817)
H (-2.75453, -0.23824, -7.38075)
H (-3.37562, -1.56360, 4.29019)
H (1.77412, 0.50164, 0.96205)
H (-5.33299, -2.86798, 3.50113)
C (1.23968, 2.03751, 4.45254)
H (-1.28052, -1.44332, -5.78888)
H (3.23008, 2.81747, 4.23074)
C (-4.81635, -2.67413, 1.42320)
C (-1.94190, -1.03799, -1.42199)
C (4.20535, 1.38184, 0.72352)
C (-0.31543, 0.46169, -4.06222)
H (-0.70787, 1.13010, 4.36989)
H (-1.78621, 1.22788, -7.20439)
C (-3.93567, -2.16990, 0.50557)
H (7.31420, -0.32776, 0.23858)
N (-1.58012, -0.51391, 2.80998)
H (-1.07822, 0.85631, -1.74092)
H (7.94534, -0.03262, 1.85945)
C (-2.81356, -1.43259, 0.92790)
C (-0.79340, -0.16689, 0.58880)
C (0.41314, 0.75438, 2.59703)
C (7.12320, 0.18230, 1.18077)
C (2.63834, 1.68946, 2.52202)
C (5.80608, -0.28780, 1.78609)
H (1.09590, 2.46360, 5.43430)
H (5.05711, 1.97634, 0.38484)
H (-5.67197, -3.24407, 1.09230)
C (1.62334, 0.94742, 1.93164)
H (-4.08095, -2.34583, -0.54846)

Computed properties:
HOMO (eV): -8.2
Gap between HOMO and LUMO (eV): 7.91
Spin multiplicity: 1
LUMO energy (eV): -0.274
SMILES: CCCCOc1cccc(-c2cc(C(=O)NNC(=S)NCC)c3ccccc3n2)c1


Energies in kcal/mol, measured from the most stable structure: version A 9.9; version B 0.0.